Record 1
C10H10N2O2 | ωB97M-V/def2-TZVPD

Relative energy (zero: lowest compared OMol25 entry of this formula, charge and spin), eV: 1.001
DFT total energy, eV: -17607.540
Kohn-Sham gap, eV: 9.637

Structure (XYZ):
```
24
Properties=species:S:1:pos:R:3:forces:R:3
O -2.7664 2.3887 0.5193 0.21 -1.69 -0.12
C -2.9085 1.1760 0.2885 -2.32 3.69 0.19
C -4.2949 0.6314 0.0814 1.73 -1.65 -0.06
C -4.2427 -0.7101 -0.1595 -1.09 0.73 0.28
N -3.0839 -1.4392 -0.3127 1.15 -1.95 -1.15
C -1.7965 -0.9670 -0.1871 -0.94 2.36 0.29
O -0.7671 -1.5155 -0.4306 0.24 -1.51 -0.29
N -1.8286 0.3636 0.2230 2.26 0.46 0.90
H -5.1772 1.3018 0.1841 0.96 -0.94 -0.01
H -5.0723 -1.4029 -0.1792 -0.50 0.46 -0.32
H -3.0801 -2.3205 -0.8738 -0.47 1.02 1.03
H -0.9217 0.8554 0.5183 -1.88 -1.09 -0.86
C 1.6334 0.0271 0.2502 0.11 0.30 -0.44
C 2.5191 -0.6557 1.0615 0.44 -0.47 0.33
C 3.8965 -0.5388 0.8581 -0.14 0.42 -0.15
C 4.3643 0.2948 -0.1629 -0.14 -0.46 0.10
C 3.4601 0.9376 -1.0127 0.33 0.51 -0.28
C 2.0903 0.8150 -0.8128 0.30 -0.44 0.78
H 0.5752 -0.1150 0.3845 0.34 -0.08 0.07
H 2.1532 -1.3355 1.8396 0.06 0.39 -0.27
H 4.5980 -1.0677 1.5060 -0.21 0.14 -0.23
H 5.4391 0.3841 -0.3096 -0.23 0.11 -0.07
H 3.8350 1.5800 -1.8265 -0.18 -0.43 0.45
H 1.3760 1.3124 -1.4470 -0.03 0.13 -0.18
```
Positions in Å, forces in eV/Å.

=====

Record 2
C10H10N2O2 | ωB97M-V/def2-TZVPD

2S+1: 3
Relative energy (zero: lowest compared OMol25 entry of this formula, charge and spin), eV: 0.000
DFT total energy, eV: -17601.181
Kohn-Sham gap (alpha / beta), eV: 5.913 / 6.937

Structure (XYZ):
```
24
Properties=species:S:1:pos:R:3:forces:R:3
C -1.4638 0.6028 2.4815 -2.61 2.98 -0.61
C -0.6311 -0.3960 2.7246 1.62 -2.90 -0.94
C -1.7703 0.8795 1.0919 0.31 1.36 1.21
C -0.2256 -1.2826 1.6993 -0.47 0.23 3.03
C -1.1489 0.1079 0.0976 -2.25 2.72 -1.85
C -0.4777 -1.0678 0.3921 1.05 -1.08 -2.29
C 1.9820 1.0337 1.2086 -0.35 0.72 0.30
C 1.0616 0.4699 -2.0415 0.75 1.20 0.53
C 0.0692 -2.0020 -0.5771 -2.51 0.11 5.86
C 0.8605 1.7946 -2.7152 2.59 -1.96 -0.30
N 0.4036 -0.5648 -2.3313 0.49 -0.28 0.31
N 0.4305 -1.7265 -1.8190 0.77 -1.43 -4.67
O 1.4243 1.9576 1.5481 0.44 -0.62 -0.22
O 0.2490 -3.2957 -0.0924 0.24 1.66 -0.92
H -1.9198 1.1712 3.3825 0.85 -0.65 -1.98
H -0.2360 -0.5292 3.6879 0.18 -0.56 1.30
H -2.3489 1.8755 0.9619 0.92 -2.09 -0.52
H 0.1518 -2.2403 1.9095 1.07 -0.77 0.84
H -1.3144 0.3759 -0.9881 -0.03 -0.22 1.55
H 1.8380 0.4983 -1.2428 -0.61 -0.70 -0.51
H -0.1163 2.0601 -2.6185 -2.77 1.21 0.32
H 1.0931 1.7080 -3.7893 0.19 0.33 0.43
H 1.5437 2.3996 -2.1378 -0.07 0.99 -0.54
H 0.5452 -3.8296 -0.8325 0.21 -0.22 -0.32
```
Positions in Å, forces in eV/Å.

=====

Record 3
C10H10N2OS | ωB97M-V/def2-TZVPD

Relative energy (zero: lowest compared OMol25 entry of this formula, charge and spin), eV: 6.151
DFT total energy, eV: -26389.887
Kohn-Sham gap, eV: 7.519

Structure (XYZ):
```
24
Properties=species:S:1:pos:R:3:forces:R:3
N -1.3068 2.1659 -0.0284 -0.95 0.54 -0.37
C -1.4043 1.3135 -0.8813 1.96 0.03 1.20
C -1.0140 0.2483 -1.6096 -1.83 1.16 0.39
C -1.3532 -1.0568 -1.2217 1.29 -1.30 0.78
C -1.4925 -1.5579 0.0448 -1.74 -0.37 -0.98
C -1.5891 -2.9873 -0.1386 0.01 -0.16 1.38
C -1.3021 -3.2118 -1.4290 0.06 -2.39 0.54
O -1.1064 -2.0986 -2.0975 -0.18 1.77 -1.10
H -0.3506 2.1620 0.5559 -1.22 -0.16 -1.05
H -0.7182 0.4433 -2.5867 0.63 0.21 -1.65
H -1.7263 -0.8842 0.8560 0.07 -0.48 0.29
H -1.7606 -3.7868 0.5928 0.08 0.65 -0.31
H -1.1580 -4.1889 -1.9093 -0.14 0.85 -0.10
C 1.4909 2.5743 2.1082 -2.42 -4.88 -0.68
C 0.9307 1.4874 1.0651 3.22 -2.87 -0.62
C 1.6963 1.1385 -0.1846 -0.43 2.11 0.49
C 1.6984 -0.2067 -0.3533 1.45 -0.66 -1.81
S 1.0143 -1.0390 0.9418 -0.25 1.01 -0.55
N 0.4724 0.3104 1.6131 0.60 1.98 1.67
H 2.3577 2.0071 2.4735 -0.33 0.68 0.48
H 0.5950 2.5541 2.7281 0.73 0.93 0.92
H 1.7347 3.4192 1.6020 0.55 2.73 -1.05
H 2.1878 1.9142 -0.8987 -1.06 -1.62 1.37
H 2.1039 -0.7203 -1.2426 -0.10 0.23 0.75
```
Positions in Å, forces in eV/Å.

=====

Record 4
C10H10N3 | ωB97M-V/def2-TZVPD

Relative energy (zero: lowest compared OMol25 entry of this formula, charge and spin), eV: 2.780
Charge: +1
DFT total energy, eV: -14991.079
Kohn-Sham gap, eV: 7.006

Structure (XYZ):
```
23
Properties=species:S:1:pos:R:3:forces:R:3
C 2.4613 -2.1684 0.1616 -0.82 -2.29 1.86
N 3.0509 -1.1802 0.6293 -1.22 0.21 2.11
N 3.9810 -0.4042 0.3957 2.22 0.33 -0.95
C 3.9812 0.8268 0.0975 -0.49 1.06 -0.67
C 2.7397 1.5438 -0.2060 -0.53 0.71 -0.15
C 1.5875 0.9828 -0.3328 -0.48 0.10 0.47
C 0.2996 0.6772 -0.1986 -1.60 0.09 1.06
C -0.5340 0.3262 -1.3117 -0.57 -1.31 0.45
C -1.8719 0.0311 -1.1247 0.36 0.80 -1.28
C -2.4571 0.1400 0.1606 -1.10 1.35 1.39
N -3.7832 0.0852 0.3692 2.01 -0.12 -1.57
C -1.7058 0.5566 1.2712 2.32 1.77 1.36
C -0.3736 0.8479 1.1086 -1.56 -1.79 -2.72
H 2.6265 -2.5205 -0.8248 0.03 -0.38 -1.01
H 1.9583 -2.8556 0.9590 0.37 1.43 -1.82
H 4.9170 1.3154 -0.0688 0.38 0.16 0.28
H 2.5128 2.6478 -0.3412 1.24 -1.01 0.10
H -0.0320 0.1209 -2.2576 -0.39 0.51 0.00
H -2.5385 -0.0210 -2.0134 0.57 -0.52 0.78
H -4.2164 -0.3606 -0.3681 -1.88 -0.84 -1.60
H -4.2107 0.0017 1.2415 -0.36 0.02 1.60
H -2.0764 0.9632 2.2662 -0.31 -1.28 -1.47
H 0.1133 1.1145 1.9650 1.77 1.01 1.77
```
Positions in Å, forces in eV/Å.

=====

Record 5
C10H10N4 | ωB97M-V/def2-TZVPD

Relative energy (zero: lowest compared OMol25 entry of this formula, charge and spin), eV: 0.000
Charge: +2
DFT total energy, eV: -16473.451
Kohn-Sham gap (alpha / beta), eV: 7.222 / 7.223

Structure (XYZ):
```
24
Properties=species:S:1:pos:R:3:forces:R:3
C 1.2303 2.1901 -0.2632 -0.29 -0.23 -0.04
C -3.3967 0.2329 0.2481 0.34 0.11 -0.06
C -2.8874 1.5382 0.2546 0.21 0.30 -0.04
C -2.5564 -0.8659 -0.0105 0.34 -0.30 -0.10
C -1.5560 1.7525 0.0124 -0.26 0.06 0.07
C -1.2273 -0.6794 -0.2746 -0.27 -0.16 0.04
C -0.6713 0.6449 -0.2530 0.70 0.08 -0.28
C 2.5770 -0.4309 1.5009 0.07 0.10 1.66
C 1.7586 -0.0689 -0.8014 0.65 -0.75 0.10
C 0.6830 0.8920 -0.4241 -1.10 0.10 0.81
N 1.7074 3.2214 -0.1219 0.32 0.65 0.02
N 1.7103 0.2656 2.0630 -0.48 0.30 -1.01
N 2.5644 -0.6161 0.1075 -0.08 -0.17 -1.17
N 1.9660 -0.2822 -2.0763 -0.09 -0.01 -0.23
H -4.4493 0.0655 0.4377 -0.03 -0.01 0.02
H -3.5453 2.3754 0.4456 0.02 -0.01 0.00
H -2.9710 -1.8634 0.0016 0.00 -0.04 -0.03
H -1.1531 2.7547 0.0047 -0.01 0.12 0.04
H -0.5883 -1.5281 -0.4705 0.04 -0.11 -0.02
H 3.4080 -0.9619 1.9714 -0.05 0.06 -0.08
H 1.7527 0.4158 3.0640 0.32 -0.26 0.09
H 3.3189 -1.2080 -0.2397 -0.17 0.14 -0.01
H 1.4132 0.1646 -2.7997 -0.07 -0.01 0.14
H 2.7496 -0.8378 -2.4122 -0.10 0.05 0.08
```
Positions in Å, forces in eV/Å.

=====

Record 6
C10H10N6O | ωB97M-V/def2-TZVPD

DFT total energy, eV: -21516.892
Kohn-Sham gap, eV: 8.597

Structure (XYZ):
```
27
Properties=species:S:1:pos:R:3:forces:R:3
O 0.6481 -0.9984 -5.0700 0.09 0.86 0.00
N 0.5551 -1.5281 -3.8177 -0.01 -0.99 0.32
N 0.2013 -2.8490 -3.6561 0.41 1.75 0.42
C 0.1605 -2.9900 -2.3511 0.10 0.80 0.89
C 0.4676 -1.7449 -1.6752 -0.39 -1.89 0.78
C 0.4886 -1.3813 -0.3336 0.29 1.75 0.54
C 0.7838 -0.0323 -0.0072 0.12 -1.30 0.34
C 0.6974 0.4387 1.4264 -0.80 -0.46 0.12
C -0.8011 0.7754 1.6921 1.33 -0.06 -0.17
C -1.1350 1.4405 2.9689 0.73 -0.08 -0.55
N -0.2684 1.6465 4.0319 0.64 -1.19 -2.13
N -0.9288 2.1962 4.9494 -2.55 0.69 -0.04
N -2.1640 2.3430 4.4303 -0.64 0.45 0.71
N -2.3548 1.8916 3.1723 1.62 0.17 2.27
C 1.1480 0.9074 -0.9951 0.03 -1.11 -1.80
C 1.1319 0.4996 -2.3507 0.22 0.61 0.07
C 0.7539 -0.8320 -2.6521 0.00 0.94 -1.22
H 0.5925 -1.7434 -5.6657 0.00 -0.59 -0.23
H -0.0877 -3.8903 -1.8103 -0.05 -0.26 -0.54
H 0.2670 -2.1178 0.4372 0.03 0.25 -0.03
H 1.2683 1.3522 1.5440 0.35 0.00 0.24
H 1.0625 -0.3592 2.1098 -0.20 0.72 -0.24
H -1.1403 1.3986 0.8688 -0.18 0.05 -0.07
H -1.3440 -0.1470 1.6508 -0.50 -0.57 -0.17
H -2.9348 2.6637 4.9886 -0.01 0.21 0.11
H 1.5054 1.9055 -0.6971 -0.38 -0.53 -0.30
H 1.4269 1.1546 -3.1887 -0.21 -0.24 0.71
```
Positions in Å, forces in eV/Å.

=====

What did the sixth record say?
C10H10N6O | ωB97M-V/def2-TZVPD

DFT total energy, eV: -21516.892
Kohn-Sham gap, eV: 8.597

Structure (XYZ):
```
27
Properties=species:S:1:pos:R:3:forces:R:3
O 0.6481 -0.9984 -5.0700 0.09 0.86 0.00
N 0.5551 -1.5281 -3.8177 -0.01 -0.99 0.32
N 0.2013 -2.8490 -3.6561 0.41 1.75 0.42
C 0.1605 -2.9900 -2.3511 0.10 0.80 0.89
C 0.4676 -1.7449 -1.6752 -0.39 -1.89 0.78
C 0.4886 -1.3813 -0.3336 0.29 1.75 0.54
C 0.7838 -0.0323 -0.0072 0.12 -1.30 0.34
C 0.6974 0.4387 1.4264 -0.80 -0.46 0.12
C -0.8011 0.7754 1.6921 1.33 -0.06 -0.17
C -1.1350 1.4405 2.9689 0.73 -0.08 -0.55
N -0.2684 1.6465 4.0319 0.64 -1.19 -2.13
N -0.9288 2.1962 4.9494 -2.55 0.69 -0.04
N -2.1640 2.3430 4.4303 -0.64 0.45 0.71
N -2.3548 1.8916 3.1723 1.62 0.17 2.27
C 1.1480 0.9074 -0.9951 0.03 -1.11 -1.80
C 1.1319 0.4996 -2.3507 0.22 0.61 0.07
C 0.7539 -0.8320 -2.6521 0.00 0.94 -1.22
H 0.5925 -1.7434 -5.6657 0.00 -0.59 -0.23
H -0.0877 -3.8903 -1.8103 -0.05 -0.26 -0.54
H 0.2670 -2.1178 0.4372 0.03 0.25 -0.03
H 1.2683 1.3522 1.5440 0.35 0.00 0.24
H 1.0625 -0.3592 2.1098 -0.20 0.72 -0.24
H -1.1403 1.3986 0.8688 -0.18 0.05 -0.07
H -1.3440 -0.1470 1.6508 -0.50 -0.57 -0.17
H -2.9348 2.6637 4.9886 -0.01 0.21 0.11
H 1.5054 1.9055 -0.6971 -0.38 -0.53 -0.30
H 1.4269 1.1546 -3.1887 -0.21 -0.24 0.71
```
Positions in Å, forces in eV/Å.

=====

Which of these has the highest DFT total energy?
C10H10N3

=====

DFT total energy of number 5 (C10H10N4)?
-16473.451 eV